[1]
A cluster of 2 separate species, C3H8O3S in total at a distorted geometry, computed with wB97M-V/def2-TZVPD.

Properties
energy	-743.019500	Eh
SMILES string	O=C(O)CCS.O
relative energy (zero: lowest compared OMol25 entry of this formula, charge and spin)	34.8	kJ/mol
E_HOMO	-9.19	eV
frontier orbital gap	9.74	eV

```
! RIJCOSX wB97M-V def2-TZVPD def2/J DEFGRID3
* xyz 0 1
S -0.938 2.279 -0.090
O 1.252 -1.048 -2.124
O 0.873 -0.729 5.545
O -0.624 -2.245 -1.857
C -0.269 -0.353 -0.440
C 0.071 -1.320 -1.549
C 0.301 1.044 -0.640
H -1.345 -0.217 -0.447
H 0.390 1.208 -1.717
H 0.026 -0.851 0.492
H 0.231 -0.914 6.237
H 0.852 -1.495 4.965
H 1.266 1.262 -0.213
H 1.426 -1.691 -2.826
H -0.163 3.357 -0.237
*
```

[2]
A cluster of 2 separate species, C3H8O3S in total at a distorted geometry, computed with wB97M-V/def2-TZVPD.

Properties
energy	-743.023829	Eh
SMILES string	O=C(O)CCS.O
relative energy (zero: lowest compared OMol25 entry of this formula, charge and spin)	23.4	kJ/mol
E_HOMO	-9.35	eV
frontier orbital gap	9.71	eV

```
! RIJCOSX wB97M-V def2-TZVPD def2/J DEFGRID3
* xyz 0 1
S -0.905 -0.981 -3.469
O -0.577 1.212 1.120
O 1.381 0.778 0.141
O 1.307 -1.059 5.088
C 0.189 0.691 0.129
C -0.670 -0.046 -0.872
C -0.140 0.174 -2.287
H 0.056 1.479 1.815
H -0.352 1.176 -2.639
H -1.698 0.320 -0.843
H 1.903 -0.774 4.385
H -0.556 -1.106 -0.647
H 0.930 -0.012 -2.340
H 0.755 -1.710 4.642
H -1.622 -0.142 -4.224
*
```

[3]
A cluster of 2 separate species, C3H8O6P2 in total at a distorted geometry, computed with wB97M-V/def2-TZVPD.

Properties
energy	-1253.373854	Eh
relative energy (zero: lowest compared OMol25 entry of this formula, charge and spin)	0.0	kJ/mol
E_HOMO	-0.29	eV
frontier orbital gap	6.55	eV

```
! RIJCOSX wB97M-V def2-TZVPD def2/J DEFGRID3
* xyz -2 1
P 2.672 -0.617 -0.311
P -3.028 0.425 0.234
O -4.370 -0.234 0.015
O -2.327 0.538 -1.376
O 4.083 -0.806 -0.770
O 2.656 0.281 1.016
O 1.608 -0.103 -1.301
O -1.966 -1.172 2.149
C -1.221 -1.801 -0.093
C -1.958 -0.918 0.914
C 1.342 0.714 1.419
H 0.993 0.059 2.245
H -1.945 -2.397 -0.768
H -0.609 -2.516 0.558
H -0.540 -1.170 -0.694
H 1.600 1.727 1.654
H 2.151 -1.834 0.395
H -1.340 0.489 -1.100
H 0.742 0.637 0.547
*
```

Which value of E_HOMO does entry 1 give?
-9.19 eV

Which of these has the highest E_HOMO?
C3H8O6P2

Number 2 is which compound?
C3H8O3S